[1]
C4H10NO | wB97M-V/def2-TZVPD

Properties
Charge: +1
Spin multiplicity: 1
HOMO-LUMO gap (eV): 9.267
SMILES: [NH3+]CCCC=O
Energy relative to the best compared isomer or geometry (same formula, charge and spin) (kcal/mol): 49.1

Each line ends with the natural charge from an NBO analysis.
Element x y z (Å)
N: 0.561 -0.693 2.635  -0.723
C: -0.425 0.275 1.601  -0.121
C: -0.104 -0.234 0.261  -0.483
C: -0.143 0.929 -0.698  -0.518
C: 0.263 0.276 -2.011  0.444
O: -0.338 -0.337 -2.805  -0.457
H: 0.375 -1.617 2.306  0.429
H: 0.359 -0.540 3.660  0.454
H: 1.501 -0.532 2.384  0.426
H: -0.241 1.294 1.933  0.240
H: -1.403 -0.109 2.001  0.235
H: 0.955 -0.781 0.117  0.232
H: -0.948 -0.975 0.079  0.260
H: -1.200 1.311 -0.791  0.247
H: 0.540 1.757 -0.467  0.237
H: 1.294 0.267 -2.142  0.098


[2]
C4H10NO | wB97M-V/def2-TZVPD

Properties
Charge: +1
Spin multiplicity: 1
HOMO-LUMO gap (eV): 7.229
Energy relative to the best compared isomer or geometry (same formula, charge and spin) (kcal/mol): 141.6

Each line ends with the natural charge from an NBO analysis.
Element x y z (Å)
C: 0.644 2.263 -1.311  -0.739
C: 0.675 -0.245 -1.299  -0.772
C: -1.311 -2.579 2.095  -0.490
C: 1.130 1.044 -0.636  0.411
N: -0.793 -1.478 1.388  0.162
O: -1.257 -1.213 0.287  -0.333
H: -0.097 2.115 -2.082  0.260
H: 0.155 2.951 -0.649  0.291
H: 1.578 2.768 -1.632  0.314
H: -0.180 -0.714 -0.700  0.371
H: 1.376 -1.037 -1.351  0.290
H: 0.147 0.112 -2.183  0.246
H: -0.284 -3.152 1.970  0.275
H: -2.118 -3.013 1.559  0.232
H: -1.385 -2.119 3.129  0.272
H: 1.607 0.903 0.255  0.211


[3]
C4H10NO | wB97M-V/def2-TZVPD

Properties
Charge: +1
Spin multiplicity: 1
HOMO-LUMO gap (eV): 9.830
Energy relative to the best compared isomer or geometry (same formula, charge and spin) (kcal/mol): 51.9

Each line ends with the natural charge from an NBO analysis.
Element x y z (Å)
C: 1.618 1.191 -1.126  -0.690
C: 1.447 0.825 0.284  0.313
C: 0.204 -0.165 2.116  -0.435
C: -2.701 -1.449 -1.534  0.330
N: 0.388 0.240 0.683  -0.434
O: -1.746 -0.852 -1.055  -0.591
H: 1.087 0.339 -1.628  0.258
H: 2.715 1.046 -1.247  0.256
H: 2.304 1.030 0.897  0.227
H: 1.142 0.018 2.516  0.214
H: -0.647 0.432 2.573  0.246
H: -0.185 -1.223 2.340  0.253
H: -2.774 -1.959 -2.581  0.141
H: -3.818 -1.439 -1.164  0.138
H: -0.371 -0.276 0.200  0.487
H: 1.337 2.242 -1.272  0.288


[4]
C4H10NO | wB97M-V/def2-TZVPD

Properties
Charge: +1
Spin multiplicity: 3
HOMO-LUMO gap (alpha / beta) (eV): 6.041 / 9.991
Energy relative to the best compared isomer or geometry (same formula, charge and spin) (kcal/mol): 48.1

Each line ends with the natural charge from an NBO analysis.
Element x y z (Å)
C: -1.825 -0.373 -0.401  0.413
C: -2.529 0.860 0.034  -0.724
C: 3.548 0.415 0.235  -0.484
C: -0.855 -1.066 0.395  -0.804
N: 2.129 0.061 0.045  0.136
O: 1.682 -0.906 -0.478  -0.261
H: -2.057 -0.530 -1.395  0.212
H: -1.893 1.526 -0.373  0.288
H: -2.699 1.124 1.006  0.261
H: -3.538 1.018 -0.287  0.280
H: 4.292 -0.313 -0.248  0.250
H: 3.727 1.398 -0.345  0.238
H: 3.795 0.580 1.190  0.224
H: -1.075 -2.116 0.371  0.331
H: 0.205 -1.123 -0.076  0.375
H: -0.855 -0.713 1.516  0.266


[5]
C4H10NO2 | wB97M-V/def2-TZVPD

Properties
Charge: -1
Spin multiplicity: 1
HOMO-LUMO gap (eV): 8.139
Energy relative to the best compared isomer or geometry (same formula, charge and spin) (kcal/mol): 30.6

Each line ends with the natural charge from an NBO analysis.
Element x y z (Å)
C: 1.581 -0.324 1.578  -0.408
N: 0.583 0.507 0.935  -0.434
C: 0.987 0.744 -0.468  -0.445
C: -0.697 -0.221 0.926  -0.449
H: 2.553 0.180 1.539  0.177
H: 1.698 -1.310 1.096  0.153
H: 1.353 -0.502 2.633  0.178
H: 0.144 1.209 -0.974  0.255
H: 1.874 1.381 -0.443  0.162
H: 1.133 -0.207 -0.992  0.186
H: -1.418 0.393 0.394  0.249
H: -1.054 -0.385 1.949  0.160
H: -0.689 -1.177 0.389  0.188
O: -2.077 1.067 -1.620  -0.797
C: -2.005 -0.075 -2.126  0.628
O: -1.081 -0.912 -2.062  -0.794
H: -2.884 -0.368 -2.755  -0.009


[6]
C4H10NO2 | wB97M-V/def2-TZVPD

Properties
Charge: -1
Spin multiplicity: 1
HOMO-LUMO gap (eV): 6.906
Energy relative to the best compared isomer or geometry (same formula, charge and spin) (kcal/mol): 46.9

Each line ends with the natural charge from an NBO analysis.
Element x y z (Å)
C: -3.059 -0.670 -1.408  -0.723
C: -2.163 -1.091 -0.478  0.220
O: -2.155 -0.868 0.788  -0.831
H: -2.946 -0.937 -2.455  0.166
H: -3.897 -0.048 -1.127  0.168
H: -1.331 -1.706 -0.884  0.084
H: -0.630 -1.042 1.225  0.512
C: 0.732 0.282 0.875  -0.068
O: 0.368 -1.007 1.284  -0.786
C: 2.121 0.252 0.262  -0.228
N: 2.656 1.573 -0.090  -0.844
H: 0.022 0.666 0.136  0.165
H: 0.690 0.995 1.714  0.121
H: 2.829 -0.239 0.941  0.174
H: 2.077 -0.336 -0.650  0.184
H: 2.097 1.972 -0.833  0.346
H: 2.589 2.202 0.702  0.341


[7]
C4H10NO2 | wB97M-V/def2-TZVPD

Properties
Charge: -1
Spin multiplicity: 1
HOMO-LUMO gap (eV): 7.018
SMILES: C[C@H](O)CNC[O-]
Energy relative to the best compared isomer or geometry (same formula, charge and spin) (kcal/mol): 58.3

Each line ends with the natural charge from an NBO analysis.
Element x y z (Å)
C: 0.009 0.787 -2.501  -0.619
C: 0.286 0.192 -1.127  0.084
O: 0.174 -1.224 -1.230  -0.794
C: -0.664 0.688 -0.021  -0.261
N: 0.069 1.007 1.184  -0.718
C: 0.269 -0.195 2.116  0.146
O: 0.049 -1.350 1.478  -0.952
H: 0.506 1.764 -2.575  0.188
H: 0.456 0.139 -3.255  0.207
H: -1.059 0.926 -2.658  0.190
H: 1.293 0.440 -0.810  0.152
H: 0.259 -1.544 -0.291  0.521
H: -1.315 -0.168 0.159  0.220
H: -1.214 1.589 -0.332  0.159
H: -0.166 1.871 1.647  0.335
H: -0.417 -0.009 2.968  0.059
H: 1.328 -0.126 2.416  0.082


[8]
C4H10NO2 | wB97M-V/def2-TZVPD

Properties
Charge: +1
Spin multiplicity: 1
HOMO-LUMO gap (eV): 9.830
Energy relative to the best compared isomer or geometry (same formula, charge and spin) (kcal/mol): 32.2

Each line ends with the natural charge from an NBO analysis.
Element x y z (Å)
C: -0.861 1.159 -0.350  0.045
C: -1.273 0.303 0.570  -0.209
C: 2.018 -0.043 -0.099  0.560
C: -2.106 -0.891 0.275  -0.643
N: 2.971 -0.923 -0.017  -0.699
O: -0.049 2.251 -0.017  -0.721
O: 2.107 1.070 0.489  -0.595
H: -1.134 1.082 -1.393  0.196
H: -1.001 0.466 1.604  0.221
H: 1.141 -0.303 -0.694  0.204
H: -3.078 -0.785 0.755  0.247
H: -1.643 -1.787 0.684  0.227
H: -2.260 -1.018 -0.794  0.220
H: 3.799 -0.712 0.533  0.439
H: 2.935 -1.810 -0.500  0.441
H: -0.190 2.982 -0.629  0.524
H: 1.273 1.699 0.373  0.543


[9]
C4H10NO2 | wB97M-V/def2-TZVPD

Properties
Charge: +1
Spin multiplicity: 1
HOMO-LUMO gap (eV): 11.167
Energy relative to the best compared isomer or geometry (same formula, charge and spin) (kcal/mol): 68.6

Each line ends with the natural charge from an NBO analysis.
Element x y z (Å)
C: -3.730 -1.048 -0.077  1.042
C: -0.683 1.120 -0.246  -0.450
C: 0.215 -0.293 1.496  0.083
C: 0.952 -0.526 -0.726  -0.440
N: 0.144 0.061 0.240  -0.207
O: -4.458 -1.903 -0.241  -0.455
O: -2.937 -0.268 0.119  -0.581
H: 4.518 0.700 -0.269  -0.037
H: -0.007 2.046 -0.418  0.257
H: -0.978 0.960 -1.325  0.256
H: -1.537 1.186 0.479  0.270
H: 0.687 -1.220 1.855  0.248
H: -0.713 0.046 2.046  0.229
H: 5.124 0.975 0.162  0.038
H: 1.563 0.330 -1.132  0.245
H: 1.610 -1.372 -0.420  0.257
H: 0.229 -0.794 -1.544  0.246


[10]
C4H10NO2 | wB97M-V/def2-TZVPD

Properties
Charge: +1
Spin multiplicity: 1
HOMO-LUMO gap (eV): 9.625
Energy relative to the best compared isomer or geometry (same formula, charge and spin) (kcal/mol): 63.0

Each line ends with the natural charge from an NBO analysis.
Element x y z (Å)
O: 1.005 0.576 2.345  -0.483
C: 0.322 -0.390 2.631  0.411
C: -0.744 -0.919 1.668  -0.333
N: -0.911 0.033 0.492  -0.683
H: 0.533 -1.060 3.527  0.174
H: -0.450 -1.856 1.284  0.252
H: -1.749 -1.037 2.183  0.259
H: -1.563 -0.253 -0.234  0.454
H: -1.093 0.949 0.840  0.448
H: 0.000 0.117 -0.028  0.478
C: 0.728 -0.506 -2.339  -0.548
C: 0.843 0.840 -2.211  0.154
O: -0.192 1.607 -1.666  -0.731
H: 1.644 -1.060 -2.205  0.242
H: -0.246 -0.967 -2.307  0.201
H: 1.734 1.410 -2.422  0.200
H: 0.140 2.516 -1.558  0.505


[11]
C4H10NO2 | wB97M-V/def2-TZVPD

Properties
Charge: +1
Spin multiplicity: 1
HOMO-LUMO gap (eV): 7.827
Energy relative to the best compared isomer or geometry (same formula, charge and spin) (kcal/mol): 118.0

Each line ends with the natural charge from an NBO analysis.
Element x y z (Å)
C: -2.195 -0.018 -0.103  -0.282
C: -0.985 0.927 -0.139  -0.039
C: 0.240 0.617 -0.989  -0.570
C: 1.337 0.166 -0.034  0.791
O: 1.754 0.627 0.990  -0.552
O: 2.020 -0.851 -0.612  -0.657
N: -1.827 -1.223 0.590  -0.819
H: -2.624 -0.246 -1.086  0.270
H: -2.980 0.563 0.381  0.230
H: -1.208 2.004 -0.167  0.269
H: -0.641 0.814 0.947  -0.044
H: 0.073 -0.203 -1.681  0.277
H: 0.548 1.456 -1.614  0.294
H: -0.524 0.289 1.688  0.490
H: -1.724 -2.084 0.080  0.419
H: -2.080 -1.347 1.558  0.409
H: 2.850 -0.945 -0.116  0.514


[12]
C4H10NO2 | wB97M-V/def2-TZVPD

Properties
Charge: +1
Spin multiplicity: 1
HOMO-LUMO gap (eV): 5.612
Energy relative to the best compared isomer or geometry (same formula, charge and spin) (kcal/mol): 337.6

Each line ends with the natural charge from an NBO analysis.
Element x y z (Å)
O: -0.479 0.464 1.663  -0.486
C: 0.893 0.485 1.456  -0.220
C: 1.128 1.234 0.181  0.264
C: -1.904 -0.293 0.107  -0.182
C: -1.556 -1.028 -1.012  -0.020
O: 1.063 -1.499 -1.072  -0.969
N: 0.501 1.059 -1.103  -0.624
H: 1.218 -0.546 1.362  0.263
H: 1.799 2.122 0.168  0.249
H: -2.270 -0.715 1.043  0.285
H: -1.972 0.795 0.052  0.291
H: -2.170 -1.845 -1.428  0.268
H: 1.171 -2.303 -1.596  0.477
H: -0.621 -0.793 -1.520  0.281
H: 0.758 0.055 -1.361  0.464
H: -0.018 1.439 -0.188  0.385
H: 1.421 0.867 2.354  0.274